Entry 1:
This record from OMol25 describes a 2-piece molecular cluster, C10H16 overall in a non-equilibrium geometry. The level of theory is wB97M-V/def2-TZVPD.

The value obtained for the relative energy (zero: lowest compared OMol25 entry of this formula, charge and spin) is 244.1 kJ/mol. The value obtained for the orbital gap is 9.782 eV. Its largest force on an atom is 0.10602 Eh/bohr. The structure (SMILES) is CCc1ccccc1.CC.

Each line ends with the Mulliken charge.
Atoms and positions in Å:
C -2.18521 0.41004 2.46090  -1.21
C -0.79860 -0.34323 2.26836  -0.37
C -0.51810 -0.53801 0.73278  0.35
C -0.67185 0.42029 -0.30337  -0.56
C -0.72526 -0.02145 -1.62048  -0.34
C -0.48056 -1.31343 -1.88716  -0.32
C -0.20769 -2.25535 -0.92495  -0.62
C -0.23871 -1.90852 0.41883  -0.55
H -2.25723 1.36417 2.96267  0.34
H -2.84942 -0.13042 3.05456  0.36
H -2.71534 0.58334 1.52796  0.34
H -0.00681 0.52428 2.31321  0.16
H -0.39698 -1.14770 2.94354  0.45
H -0.78371 1.51210 -0.09464  0.58
H -0.91807 0.56450 -2.55171  0.31
H -0.72590 -1.61848 -2.90084  0.33
H 0.01983 -3.22269 -1.22336  0.45
H -0.15977 -2.56604 1.30016  0.26
C 3.09244 2.03107 -0.31702  -1.11
C 1.98989 2.17418 -1.26885  -0.44
H 4.04542 1.69303 -0.66394  0.35
H 3.39740 2.86008 0.27836  0.32
H 2.84234 1.18824 0.29621  0.27
H 0.90795 2.02285 -0.85047  -0.11
H 2.12816 1.41362 -1.96758  0.26
H 1.93411 3.02559 -1.77841  0.51

Entry 2:
This record from OMol25 describes an isolated ion of composition C3H3O3S and charge -1 in a non-equilibrium geometry. The level of theory is wB97M-V/def2-TZVPD.

The value obtained for the relative energy (zero: lowest compared OMol25 entry of this formula, charge and spin) is 181.0 kJ/mol. The value obtained for the orbital gap is 7.614 eV. Its largest force on an atom is 0.07344 Eh/bohr. Its net charge is -1. The structure (SMILES) is O=S(=O)=C/C=C/[O-].

Each line ends with the Mulliken charge.
Atoms and positions in Å:
O 1.53728 0.73988 2.41551  -0.66
S 0.58466 0.86163 1.24192  0.42
O -0.87815 0.90216 1.63989  -0.63
C 0.33176 -0.82352 0.51148  -0.39
C -0.12375 -0.82639 -0.69367  -0.23
C -0.33223 0.52058 -1.39497  0.04
O -1.35900 0.69039 -2.00869  -0.52
H 0.39947 -1.76120 1.07180  0.36
H -0.66968 -1.57282 -1.26476  0.31
H 0.50964 1.26928 -1.51850  0.30

Entry 3:
This record from OMol25 describes a 2-piece molecular cluster, C3H2F2OS overall in a non-equilibrium geometry. The level of theory is wB97M-V/def2-TZVPD.

The value obtained for the relative energy (zero: lowest compared OMol25 entry of this formula, charge and spin) is 685.6 kJ/mol. The value obtained for the orbital gap (alpha / beta) is 5.994 / 5.995 eV. Its largest force on an atom is 0.07588 Eh/bohr.

Each line ends with the Mulliken charge.
Atoms and positions in Å:
C 0.16646 2.19716 0.63849  -0.47
C -0.57385 1.25467 0.62776  -0.20
C 0.08873 -1.94612 -0.09762  0.19
O -2.42688 -2.29431 -0.11361  -0.33
F -0.01942 -1.33124 -1.26914  -0.17
F 1.15094 -1.46022 0.61976  -0.21
S -1.51549 -1.73782 0.80967  0.57
H 0.70932 3.08721 0.40347  0.34
H 0.48484 -2.94236 -0.32999  0.27

Entry 4:
This record from OMol25 describes an isolated molecule of C5H8O2 in a non-equilibrium geometry. The level of theory is wB97M-V/def2-TZVPD.

The value obtained for the relative energy (zero: lowest compared OMol25 entry of this formula, charge and spin) is 162.4 kJ/mol. The value obtained for the orbital gap is 10.157 eV. Its largest force on an atom is 0.03243 Eh/bohr. The structure (SMILES) is O=C1CC[C@@H]1CO.

Each line ends with the Mulliken charge.
Atoms and positions in Å:
O -0.99579 -0.52523 2.36480  -0.58
C -0.30325 -0.52728 1.38227  0.13
C 1.14607 -0.80579 1.16236  -0.40
C 1.00284 -0.59795 -0.35199  -0.66
C -0.45677 -0.11846 -0.10681  0.28
C -0.78876 1.31522 -0.48037  -0.64
O -1.08464 1.44834 -1.85626  -0.52
H 1.32628 0.22879 1.56387  0.17
H 1.66558 -1.67769 1.57910  0.37
H 1.07457 -1.50045 -0.96519  0.30
H 1.71139 0.13947 -0.75063  0.28
H -1.19444 -0.79650 -0.54090  0.34
H -1.67902 1.63921 0.06212  0.34
H 0.04243 1.98281 -0.19141  0.30
H -0.28560 1.23682 -2.35585  0.32

Entry 5:
This record from OMol25 describes BaFHMgNO3S2 as an isolated structure in a non-equilibrium geometry. The level of theory is wB97M-V/def2-TZVPD.

The value obtained for the relative energy (zero: lowest compared OMol25 entry of this formula, charge and spin) is 239.2 kJ/mol. The value obtained for the orbital gap (alpha / beta) is 5.413 / 2.888 eV. Its largest force on an atom is 0.03937 Eh/bohr. Its spin multiplicity is 2. Its expectation value of S² is 1.416.

Each line ends with the Mulliken charge.
Atoms and positions in Å:
Mg -0.72176 -3.41556 0.91558  0.49
N 0.78467 -0.92629 -0.57630  -0.61
S 1.22174 -2.64235 -0.56461  -0.54
S -0.70819 -0.53537 -0.37120  1.11
O -0.40594 1.43310 0.07026  -0.60
O -1.50598 -1.52881 0.41182  -0.51
F -1.46463 -0.64193 -1.84224  -0.30
Ba 2.09636 1.50180 0.09776  1.62
O 0.57754 3.30260 0.51193  -0.90
H 0.12621 3.45281 1.34700  0.25

Entry 6:
This record from OMol25 describes an isolated ion of composition C38H42N3O4S and charge -1. The level of theory is wB97M-V/def2-TZVPD.

The value obtained for the relative energy (zero: lowest compared OMol25 entry of this formula, charge and spin) is 29.6 kJ/mol. The value obtained for the orbital gap is 7.199 eV. Its largest force on an atom is 0.01847 Eh/bohr. Its net charge is -1. The structure (SMILES) is CCOc1ccc(-c2ccc(Cn3c(CC(C)(C)C(=O)[O-])c(SC(C)(C)C)c4cc(OCc5ccc(C)cn5)ccc43)cc2)cn1.

Each line ends with the Mulliken charge.
Atoms and positions in Å:
C -8.55086 -1.16982 4.11090  -1.04
C -7.75555 -0.27752 5.05716  -0.23
O -6.90596 0.62035 4.36530  -0.41
C -5.75782 0.10828 3.85903  0.52
C -4.90097 0.98254 3.18142  -0.81
C -3.72665 0.47763 2.67196  -0.19
C -3.42851 -0.87974 2.84433  0.15
C -2.17608 -1.42614 2.31264  0.80
C -1.77410 -1.11463 1.01854  -0.55
C -0.54885 -1.52880 0.53810  0.24
C 0.31372 -2.23573 1.36228  1.25
C 1.71147 -2.58932 0.91174  -2.53
N 2.25357 -1.72008 -0.09470  0.57
C 3.01198 -0.59416 0.09880  0.17
C 3.40384 -0.07575 1.43831  -2.61
C 2.33123 0.68970 2.26496  3.30
C 2.81642 2.11971 2.52386  -2.05
C 2.09314 0.01200 3.61200  -1.88
C 0.94198 0.88623 1.51522  -0.44
O -0.03588 1.11439 2.22885  -0.79
O 0.98669 0.85562 0.27178  -0.59
C 3.47725 -0.15979 -1.12888  0.67
S 4.73994 1.03524 -1.36909  -0.38
C 3.90994 2.59573 -1.99357  2.34
C 4.30945 3.71552 -1.04016  -1.55
C 4.46227 2.86849 -3.38957  -1.65
C 2.40688 2.41041 -2.02722  -1.04
C 2.89891 -0.98486 -2.13275  0.33
C 2.88087 -0.95885 -3.52436  -0.29
C 2.10747 -1.88755 -4.19372  0.51
O 1.98098 -1.77124 -5.57903  -0.56
C 0.63313 -1.56387 -5.99777  -0.97
C -0.06269 -0.63097 -5.04004  0.36
C 0.24143 0.72367 -4.99927  -0.54
C -0.22330 1.47604 -3.93553  -0.41
C -0.96185 0.86654 -2.92504  1.22
C -1.33182 1.58160 -1.67685  -1.20
C -1.28904 -0.47296 -3.12737  -0.44
N -0.85808 -1.19889 -4.14088  -0.50
C 1.40704 -2.88045 -3.50033  -1.00
C 1.40907 -2.91942 -2.12177  -0.64
C 2.12831 -1.95042 -1.44017  0.22
C -0.11069 -2.60524 2.63200  -0.76
C -1.34793 -2.21422 3.10334  -1.04
C -4.34749 -1.64587 3.54369  -0.79
N -5.48625 -1.17337 4.03644  -0.48
H -9.24375 -1.78439 4.67969  0.35
H -9.11005 -0.56162 3.40358  0.28
H -7.86876 -1.81396 3.56308  0.28
H -8.42569 0.36426 5.63674  0.30
H -7.15720 -0.89627 5.73469  0.32
H -5.17310 2.02150 3.08699  0.44
H -3.00686 1.11087 2.17536  0.63
H -2.42521 -0.52674 0.38955  0.67
H -0.23693 -1.24938 -0.45539  -0.42
H 1.71730 -3.60986 0.50325  0.60
H 2.37861 -2.57971 1.78024  0.43
H 4.25238 0.59085 1.26195  0.57
H 3.77080 -0.91433 2.04093  0.39
H 2.94579 2.64628 1.58052  0.19
H 2.07203 2.65536 3.11077  0.41
H 3.76550 2.12800 3.06562  0.49
H 1.24860 0.49635 4.09804  0.37
H 2.97287 0.09248 4.25466  0.41
H 1.84030 -1.03824 3.48801  0.39
H 5.39352 3.78379 -0.96470  0.43
H 3.90693 3.52340 -0.04918  0.27
H 3.92038 4.67090 -1.39314  0.40
H 4.03712 3.78949 -3.78963  0.40
H 5.54600 2.96712 -3.35796  0.41
H 4.21288 2.05122 -4.06229  0.24
H 2.01997 2.05192 -1.07398  -0.27
H 2.12871 1.68117 -2.78460  -0.29
H 1.92991 3.36227 -2.26347  0.78
H 3.42992 -0.21356 -4.07963  0.46
H 0.08736 -2.51544 -6.03907  0.33
H 0.70547 -1.14109 -7.00445  0.48
H 0.85439 1.16679 -5.77110  0.40
H 0.00863 2.52996 -3.87137  0.31
H -0.57578 1.35370 -0.90806  0.04
H -1.34388 2.65912 -1.82559  0.41
H -2.30007 1.25616 -1.30256  0.47
H -1.91742 -0.99982 -2.41937  0.40
H 0.82399 -3.59883 -4.05534  0.32
H 0.82491 -3.66427 -1.60058  0.34
H 0.54637 -3.18377 3.27002  0.43
H -1.64999 -2.46869 4.10999  0.43
H -4.18257 -2.70297 3.71322  0.45

Entry 7:
This record from OMol25 describes a 3-piece molecular cluster, C2HBrNO3 overall in a non-equilibrium geometry. The level of theory is wB97M-V/def2-TZVPD.

The value obtained for the relative energy (zero: lowest compared OMol25 entry of this formula, charge and spin) is 21.7 kJ/mol. The value obtained for the orbital gap is 8.173 eV. Its largest force on an atom is 0.09357 Eh/bohr. Its net charge is -1.

Each line ends with the Mulliken charge.
Atoms and positions in Å:
C 1.69630 0.76901 -1.08157  0.76
C -0.60512 -1.61436 0.27004  -0.09
N -1.13957 -1.28473 -0.69216  0.47
O 2.39106 0.29711 -1.88504  -0.44
O 1.08159 1.22829 -0.26549  -0.34
O -1.87229 -0.89980 -1.58331  -0.68
Br 2.33756 -1.36622 0.57868  -0.85
H 0.34096 -1.86140 0.79349  0.17

Entry 8:
This record from OMol25 describes a 2-piece molecular cluster, C6H12N2O overall. The level of theory is wB97M-V/def2-TZVPD.

The value obtained for the relative energy (zero: lowest compared OMol25 entry of this formula, charge and spin) is 291.5 kJ/mol. The value obtained for the orbital gap is 8.049 eV. Its largest force on an atom is 0.00941 Eh/bohr.

Each line ends with the Mulliken charge.
Atoms and positions in Å:
C 0.54064 -0.94587 0.38576  0.75
C 0.93349 -1.06536 1.82945  -1.31
C 1.60088 -0.47522 -0.56902  -1.25
C -0.58427 1.84337 -1.56867  -1.29
C -0.68396 1.19024 0.80779  0.54
C -1.24876 1.09746 -0.43973  0.44
N -0.45584 -1.67462 -0.11562  -0.57
N -2.11505 0.10050 -0.74719  -0.91
O -0.55261 1.56578 1.91752  -0.49
H -0.99676 -2.13606 0.61151  0.28
H -1.22917 -1.03600 -0.73443  0.48
H -2.69206 -0.13689 0.05934  0.28
H 1.31438 -0.11989 2.21775  0.33
H 0.09174 -1.36670 2.45471  0.38
H 1.72802 -1.81272 1.93512  0.36
H 2.36346 -1.25834 -0.66513  0.39
H 2.09424 0.42902 -0.21256  0.29
H 1.19359 -0.29740 -1.56217  0.29
H 0.29802 2.39911 -1.24792  0.34
H -0.29577 1.15213 -2.36442  0.35
H -1.30422 2.54746 -1.99209  0.33